[1]
This record from OMol25 describes a 2-piece molecular cluster, CH4O2S2 overall at a distorted geometry. The level of theory is wB97M-V/def2-TZVPD.

Last column: Löwdin charge in e.
Positions of all 9 atoms, in Å:
C: 0.7550 -0.9402 -0.4827  -0.57
O: 0.0652 -2.0651 -0.3941  -0.01
O: -0.0989 1.1325 0.8179  -0.12
S: 3.2080 0.5467 -0.3580  -0.01
S: 2.0633 -0.7140 0.5459  0.40
H: 0.7193 -0.3542 -1.4121  0.09
H: 0.0174 -2.5410 0.4225  0.10
H: -1.0716 1.3121 0.7617  0.08
H: 0.2405 1.8712 1.3290  0.05

Values from the calculation:
Total charge: 0
Highest occupied orbital energy, eV: -7.474

---

[2]
This record from OMol25 describes a 2-piece molecular cluster, CH4O3 overall at a distorted geometry. The level of theory is wB97M-V/def2-TZVPD.

Last column: Löwdin charge in e.
Positions of all 8 atoms, in Å:
O: 0.1539 0.1179 0.0781  0.03
C: -0.9922 0.2679 0.5384  -0.29
O: -1.5069 -0.4871 1.5837  0.04
H: -1.7478 0.9407 0.0867  0.14
H: -2.4923 -0.3651 1.6615  0.13
O: 2.5942 -0.1982 -1.3116  -0.10
H: 2.0535 0.3747 -1.9013  0.04
H: 1.9375 -0.6509 -0.7354  0.01

Values from the calculation:
Total charge: 0
SMILES: O=CO.O
Highest occupied orbital energy, eV: -10.664

---

[3]
This record from OMol25 describes a 2-piece molecular cluster, CH4O3P4 overall at a distorted geometry. The level of theory is wB97M-V/def2-TZVPD.

Last column: Löwdin charge in e.
Positions of all 12 atoms, in Å:
C: 0.5991 -4.1551 -3.1769  -0.51
O: 0.1276 -3.7308 -5.8228  -0.62
O: 0.0303 -1.1883 -5.4373  -0.33
O: -2.1274 -2.6076 -5.3334  -0.34
P: 1.0265 -4.8804 -4.5409  0.65
P: -0.3379 4.2486 6.8605  0.03
P: 1.0179 5.4243 5.7851  -0.10
P: -0.6783 -2.4690 -5.5062  0.29
H: 0.8639 -4.4278 -2.1768  -0.14
H: -1.4385 4.1317 5.9977  -0.26
H: -1.0134 5.2557 7.5450  -0.26
H: 1.9301 4.3987 5.8060  -0.41

Values from the calculation:
Total charge: -2
Highest occupied orbital energy, eV: -0.595

---

[4]
This record from OMol25 describes a 2-piece molecular cluster, CH4O3S overall at a distorted geometry. The level of theory is wB97M-V/def2-TZVPD.

Last column: Löwdin charge in e.
Positions of all 9 atoms, in Å:
C: -0.2693 -0.2510 0.0636  -0.85
O: 0.0219 -0.8604 -1.1117  0.00
O: -0.0054 -0.8302 1.2339  0.05
O: 1.1900 1.1442 -0.1581  -0.23
S: -1.8357 0.5146 0.0791  0.89
H: 0.8527 -0.6361 -1.5561  0.12
H: 0.7553 -1.3871 1.0964  0.12
H: 1.0869 1.3449 -1.0587  -0.06
H: -1.7965 0.9610 1.4117  -0.05

Values from the calculation:
Total charge: 0
Highest occupied orbital energy, eV: -9.463

---

[5]
This record from OMol25 describes a 2-piece molecular cluster, CH4O4 overall at a distorted geometry. The level of theory is wB97M-V/def2-TZVPD.

Last column: Löwdin charge in e.
Positions of all 9 atoms, in Å:
O: -0.5424 -0.9052 0.0287  0.06
C: -1.2499 0.0342 -0.1952  -0.39
O: -2.4714 0.1892 0.2657  0.11
H: -0.9760 0.8860 -0.8297  0.15
H: -2.7295 -0.5532 0.8413  0.14
O: 2.2591 -0.6096 0.0237  -0.10
O: 1.9997 0.7553 0.2792  -0.10
H: 1.3720 -1.0088 0.0914  0.05
H: 2.3384 1.2122 -0.5050  0.09

Values from the calculation:
Total charge: 0
SMILES: O=CO.OO
Highest occupied orbital energy, eV: -9.978

---

[6]
This record from OMol25 describes CH4OP2 in the gas phase at a distorted geometry. The level of theory is wB97M-V/def2-TZVPD.

Last column: Löwdin charge in e.
Positions of all 8 atoms, in Å:
C: 0.1132 1.1779 -0.4405  -0.27
O: 0.0762 0.3327 2.1157  -0.41
P: 0.3423 -0.0012 0.7067  0.38
P: 0.0774 -1.8330 -0.2257  0.60
H: 0.1001 2.0594 0.1012  -0.04
H: 0.8052 1.3743 -1.2734  0.02
H: -1.1969 -1.9220 0.3710  -0.11
H: -0.3176 -1.1882 -1.3548  -0.15

Values from the calculation:
Total charge: 0
Highest occupied orbital energy (spin up / spin down), eV: -9.127 / -9.128

---

[7]
This record from OMol25 describes a 2-piece molecular cluster, CH4OS overall at a distorted geometry. The level of theory is wB97M-V/def2-TZVPD.

Last column: Löwdin charge in e.
Positions of all 7 atoms, in Å:
C: -1.6038 -0.2263 0.3644  0.02
O: 0.9881 -0.2907 -0.6409  -0.66
S: 2.1428 0.2768 0.1768  0.81
H: -0.9032 0.4394 1.0607  0.03
H: -1.2198 -1.2455 0.3418  -0.04
H: -2.1243 0.0463 -0.5701  -0.01
H: 2.7202 0.9999 -0.7328  -0.15

Values from the calculation:
Total charge: 0
Highest occupied orbital energy (spin up / spin down), eV: -8.555 / -9.647

---

[8]
This record from OMol25 describes CH4OS2 in the gas phase at a distorted geometry. The level of theory is wB97M-V/def2-TZVPD.

Last column: Löwdin charge in e.
Positions of all 8 atoms, in Å:
O: 1.4793 -1.1726 1.5964  -0.42
S: 0.4511 -1.5452 0.2803  0.80
C: 0.3448 -0.0164 -0.7371  -0.92
S: -0.7786 -0.1206 -2.1385  0.68
H: 1.0773 -0.5614 2.1193  -0.04
H: 1.3715 0.3215 -1.0076  0.05
H: 0.0909 0.6677 0.0736  0.02
H: -1.4960 -1.0013 -1.4650  -0.17

Values from the calculation:
Total charge: 0
SMILES: OSCS
Highest occupied orbital energy, eV: -9.027

---

| no. | total energy (eV) |
| --- | --- |
| 1 | -26865.4492 |
| 2 | -7243.9767 |
| 3 | -44399.6103 |
| 4 | -18077.2033 |
| 5 | -9289.1073 |
| 6 | -21724.6520 |
| 7 | -13980.3207 |
| 8 | -24818.4065 |